1.
9
Properties=species:S:1:pos:R:3:forces:R:3:mulliken_charge:R:1 method="wB97M-V/def2-TZVPD" homo_energy_ev="-7.66 / -5.91" multiplicity=1 homo_lumo_gap_ev="6.92 / 5.25" e_lumo_ev="-0.74 / -0.66"
H 0.029426 2.508087 -1.399134 0.057 0.083 -0.129 0.013
O -1.420667 -0.578189 0.317563 -0.120 -0.270 -0.170 -0.861
C -0.493478 0.400677 0.145887 -0.303 0.965 0.371 -0.126
C 0.810881 0.013984 0.167413 0.049 0.288 -0.330 -0.102
O 1.072745 -1.301593 0.374190 -0.154 -0.074 -0.409 -0.851
Li -0.318797 -1.318936 -1.225350 0.155 0.494 0.744 0.853
Mg -0.473181 -1.898003 1.485988 -0.009 0.045 -0.004 0.486
H -0.849809 1.474807 0.155819 0.540 -1.355 -0.274 0.250
H 1.642880 0.699165 -0.022375 -0.216 -0.177 0.200 0.337

---

2.
25
Properties=species:S:1:pos:R:3:forces:R:3:mulliken_charge:R:1 method="wB97M-V/def2-TZVPD" homo_energy_ev=-13.55 multiplicity=1 homo_lumo_gap_ev=10.88 relative_energy_kj_mol=193.4 total_charge=+1 e_lumo_ev=-2.67 smiles="C=N[C@@H](NC)[N+](C)(C)C"
C -2.007609 -1.936980 -0.147549 -1.276 -0.253 0.073 -0.435
C -1.869855 1.666041 -0.091014 2.165 2.083 1.718 -0.868
C 1.352433 -0.339589 1.460518 -3.293 0.880 -1.410 -0.966
C 1.412036 1.269540 -0.295368 -2.021 0.865 2.428 -1.073
C 1.804621 -0.965766 -0.940727 0.614 1.064 2.020 -1.073
C -0.437407 -0.215031 -0.237984 -2.504 -3.662 0.494 -0.251
N -0.804710 -1.670260 -0.047232 2.653 1.264 -0.068 -0.470
N -1.266527 0.563877 0.622630 0.490 -0.202 -0.569 -0.278
N 1.027518 -0.123849 -0.019947 0.482 0.812 0.980 0.124
H -2.254951 -2.965600 -0.068913 -0.557 -0.862 0.055 0.303
H -2.812751 -1.211421 -0.268757 -0.063 0.059 -0.174 0.266
H -2.445049 1.433311 -0.937919 -0.884 -0.596 -1.193 0.333
H -2.473616 2.205187 0.660812 0.342 0.247 -0.725 0.366
H -0.933397 2.256343 -0.421318 -2.204 -0.094 0.285 0.231
H 1.344693 -1.336813 1.655133 0.164 -3.096 0.262 0.513
H 2.278064 0.055471 1.738460 1.090 1.155 0.323 0.384
H 0.393391 0.018987 1.898963 1.436 0.486 0.501 0.335
H 1.098897 1.521647 -1.252359 0.290 0.366 -2.108 0.443
H 0.730646 1.888242 0.342072 1.067 -0.379 -0.063 0.463
H 2.418348 1.403986 0.000899 1.013 0.381 -0.286 0.399
H 1.384592 -1.870004 -1.129413 -0.905 -3.242 0.885 0.442
H 1.788254 -0.630326 -1.900825 0.146 2.147 -2.613 0.481
H 2.780895 -0.893336 -0.522665 0.940 -0.780 -0.163 0.405
H -0.596724 -0.154136 -1.320460 0.119 1.135 0.069 0.524
H -1.911785 0.030490 1.222973 0.698 0.221 -0.719 0.402